Entry from the OMol25 dataset: one molecule with the formula C12H15N3 (the ωB97M-V functional and the def2-TZVPD basis).

Computed properties:
Orbital gap (eV): 8.644
DFT total energy (eV): -17156.261
Total charge: 0
Energy relative to the best compared isomer or geometry (same formula, charge and spin) (kJ/mol): 55.0

Last column: Löwdin charge in e.
Cartesian coordinates (Å):
N (-0.23489, -3.08303, 0.94791)  0.117
C (0.48867, -1.09385, -1.92115)  -0.008
C (0.20667, -0.15938, -0.95847)  -0.274
C (0.06201, -4.34882, 0.56528)  -0.134
C (-0.02721, -2.14935, -0.01609)  -0.285
C (0.43549, -4.71631, -0.75628)  -0.083
C (0.48047, -3.74463, -1.68521)  -0.032
C (0.37654, -2.38673, -1.32671)  -0.158
N (-0.16403, -0.80761, 0.10496)  0.135
N (0.99468, 2.30915, 0.75135)  -0.045
C (0.15291, 1.29242, -1.43376)  -0.047
C (0.54319, 3.01963, 2.00368)  -0.177
C (-0.86941, 2.46920, 1.92448)  -0.225
C (-1.26963, 2.25861, 0.49235)  -0.206
C (-0.02784, 2.37077, -0.30146)  -0.359
H (0.52139, -0.87839, -2.99787)  0.120
H (-0.00450, -5.11200, 1.34478)  0.098
H (0.48686, -5.74110, -0.88605)  0.075
H (0.70833, -3.94295, -2.70664)  0.104
H (-0.49756, -0.29067, 0.98932)  0.188
H (1.85225, 2.65344, 0.39294)  0.093
H (1.00172, 1.56221, -2.02056)  0.101
H (-0.68616, 1.38574, -2.15266)  0.129
H (0.74972, 4.13610, 1.92611)  0.120
H (1.08656, 2.62883, 2.96289)  0.135
H (-0.92840, 1.41700, 2.32776)  0.114
H (-1.58820, 3.11223, 2.46977)  0.113
H (-1.95092, 3.14013, 0.18783)  0.139
H (-1.84957, 1.29962, 0.43278)  0.121
H (-0.04913, 3.39972, -0.66128)  0.132